[1]
111
Properties=species:S:1:pos:R:3:mulliken_spin:R:1 method="wB97M-V/def2-TZVPD" homo_energy_ev="-4.49 / -4.49" lumo_ev="0.2 / 0.2" de_lowest_kcal_mol=49.8 spin_multiplicity=4
V 11.43855 14.56388 8.95124 2.61
C 13.57659 15.73053 7.90325 -0.15
C 11.55626 16.94316 8.59078 -0.20
N 10.60423 16.28623 9.59691 0.06
C 10.68460 16.59954 11.00852 0.05
C 11.86126 15.83667 11.72406 0.07
N 11.84341 14.37577 11.15070 0.09
C 13.20324 13.78462 11.14317 0.00
C 14.18332 14.27713 10.06628 0.04
N 13.50883 14.47740 8.76785 0.06
H 15.57350 16.20525 8.43362 0.00
H 14.02190 15.36020 6.98481 -0.05
H 10.87439 17.65907 8.06427 -0.02
H 12.34224 17.49885 9.11852 -0.02
H 9.64629 16.32954 9.21099 0.03
H 9.75234 16.15797 11.43255 -0.01
H 10.64469 17.66584 11.17064 0.00
H 11.59498 15.82310 12.79088 0.00
H 12.82627 16.30228 11.53597 -0.04
H 11.27349 13.73908 11.71417 0.01
H 13.05943 12.73098 10.89865 -0.01
H 13.72550 13.84806 12.10317 0.00
H 14.90451 13.45092 9.99637 0.00
H 14.69009 15.18181 10.46644 -0.01
H 13.67127 13.60274 8.16320 0.05
C 9.24839 8.70315 6.29894 0.00
C 9.28663 9.29333 7.67706 -0.01
C 8.15458 8.71509 8.47520 0.00
C 10.67270 9.11752 8.25476 0.02
O 8.97309 10.69228 7.43875 0.01
Si 9.00640 12.01280 8.33279 0.00
S 11.09411 12.58889 8.10948 -0.02
O 8.73179 11.77701 9.91392 0.02
C 7.68747 12.00060 10.87523 0.00
C 6.39038 11.24702 10.53597 0.00
C 7.46561 13.52101 10.99958 0.00
C 8.33688 11.53589 12.19298 0.00
O 8.12732 13.15787 7.59100 0.01
C 7.48712 13.09652 6.28163 0.00
C 8.52692 12.84595 5.19687 0.02
C 6.84985 14.45041 6.07035 0.00
C 6.42227 12.02086 6.21118 0.00
H 9.40700 7.61073 6.33353 0.00
H 9.97537 9.15911 5.58930 0.00
H 8.28555 8.92415 5.79369 0.00
H 8.25963 7.64992 8.67216 0.00
H 7.22842 8.86887 7.95170 0.00
H 8.01586 9.22008 9.43871 0.00
H 10.91544 8.04522 8.42958 0.00
H 10.84450 9.59489 9.23022 0.00
H 11.47002 9.49865 7.59934 0.00
H 6.04588 11.51660 9.51040 0.00
H 5.67957 11.63390 11.27116 0.00
H 6.44138 10.13000 10.56668 0.00
H 7.15921 13.97811 10.04473 0.00
H 8.39460 14.02705 11.26689 0.01
H 6.64815 13.73825 11.71801 0.00
H 8.50859 10.42397 12.18141 0.00
H 7.78757 11.69809 13.10107 0.00
H 9.35243 11.95173 12.25147 0.00
H 9.32736 13.55673 5.21133 0.00
H 8.06151 12.87621 4.18864 0.00
H 9.01753 11.86106 5.30806 0.00
H 7.60303 15.25595 6.09704 0.00
H 6.10421 14.59616 6.83818 0.00
H 6.37428 14.47110 5.08080 0.00
H 6.91583 11.05498 6.06912 0.00
H 5.73014 12.15752 5.37444 0.00
H 5.82257 12.01743 7.14602 0.00
C 14.94392 20.12841 6.22142 0.00
C 14.78044 19.20325 7.39922 0.00
C 14.60426 19.80551 8.69352 0.00
C 14.34196 18.97521 9.79968 0.01
C 13.95673 19.60044 11.12702 0.00
C 14.43576 17.60020 9.67365 0.00
C 14.62003 16.86707 8.35674 -0.02
C 14.89280 17.81175 7.27267 0.00
N 12.14494 15.98987 7.64576 0.29
C 11.64659 16.08540 6.22635 0.01
C 12.17036 14.79087 5.47222 0.03
C 11.96616 17.49026 5.62040 0.00
C 10.08666 16.04210 6.30520 0.10
H 15.99719 20.35949 6.02905 0.00
H 14.48093 21.10758 6.43526 0.00
H 14.52951 19.74045 5.30016 0.00
H 14.51748 20.88832 8.80267 0.00
H 14.71010 19.55496 11.91079 0.00
H 13.02396 19.12905 11.51355 0.00
H 13.78011 20.67071 11.02411 0.00
H 14.32407 17.00480 10.61085 -0.01
H 15.24264 17.39226 6.32775 0.00
H 13.24024 14.95958 5.19779 0.00
H 11.68230 14.68135 4.51295 0.00
H 11.97979 13.89871 6.00652 -0.02
H 13.05751 17.67393 5.69088 0.00
H 11.48184 18.32134 6.19821 0.00
H 11.62967 17.48274 4.59939 0.00
H 9.67876 15.24978 6.92943 -0.02
H 9.65861 15.93096 5.27925 0.01
H 9.67588 17.04075 6.58263 0.01
C 14.52316 10.83891 4.46012 0.00
N 15.20850 10.26307 5.56680 0.00
C 15.00802 10.87020 6.82068 0.00
N 15.87384 10.33719 7.72398 0.00
O 14.19595 11.76044 7.00262 0.01
H 14.36528 10.10468 3.63995 0.00
H 15.06295 11.69073 4.06058 0.00
H 13.55220 11.25981 4.79843 0.00
H 16.10212 9.87515 5.31459 0.00
H 16.21786 9.41075 7.57107 0.00
H 15.71047 10.65376 8.66686 0.00


[2]
59
Properties=species:S:1:pos:R:3:lowdin_charge:R:1 method="wB97M-V/def2-TZVPD" homo_energy_ev=-6.91 total_charge=-1 lumo_ev=1.4 de_lowest_kcal_mol=111.4
O -1.45077 3.82173 -2.82008 -0.05
H -0.83688 0.94428 0.99539 -0.04
O -2.76330 -3.05881 -0.57714 -0.09
H -2.99442 -3.01460 0.32783 0.01
H -2.03314 -2.40651 -0.85256 0.00
O 4.71993 3.60077 1.03022 -0.05
H 4.19268 4.20165 0.47872 0.06
H 5.22862 3.26548 0.27500 0.06
O -1.09020 -5.36329 -0.49436 -0.11
H -0.30172 -4.92886 -0.85093 0.00
H -4.39104 1.89916 1.03617 0.00
O -3.74277 1.22232 1.14326 -0.09
H -1.04435 3.43105 -2.05110 0.01
H -3.04959 1.15992 0.46640 -0.02
O 2.89633 1.68506 2.32014 -0.06
H -1.05451 4.58466 -3.22655 0.03
H -1.76612 -4.68198 -0.34996 0.00
O 0.77350 -3.50053 -0.70383 -0.07
H 0.60484 -3.28697 0.22025 0.03
H 0.36618 -2.77709 -1.22099 0.03
O 5.57658 -0.90882 -0.34621 -0.05
H 2.63898 1.47286 1.41620 0.01
H 0.03425 0.96865 -0.98344 -0.02
O -0.45123 -5.05449 2.07736 -0.07
H 0.38006 -4.69773 2.35362 0.00
H -0.81617 -5.68996 1.47373 0.00
O -0.04535 5.95634 -0.53349 -0.05
H 0.28389 5.89509 0.36223 0.02
H -0.36164 5.05582 -0.67543 0.01
O -0.86818 1.18255 2.88937 -0.07
H -2.19489 -0.24016 -4.29668 0.00
H -1.26713 2.01118 3.18125 0.07
O -1.39984 0.68212 0.25994 -0.29
H 2.13379 -0.36582 1.10850 0.02
H 3.50006 2.40787 2.07024 0.00
O -1.81089 -0.78148 -5.00972 -0.08
H -1.71667 -1.57615 -4.46466 0.03
H 4.87037 -1.36487 0.13366 0.04
O 0.22743 0.72497 -1.88530 -0.09
H 5.10597 -0.09552 -0.53333 0.02
H -0.48614 0.05930 -2.05436 0.04
O -3.23390 1.14335 -2.96993 -0.04
H -4.04376 1.52175 -3.31124 0.04
H -2.53221 1.80024 -2.89288 0.01
O 1.21972 3.48391 -2.75058 -0.07
H 1.53450 3.34908 -3.64679 0.04
H 1.24249 2.60586 -2.35050 0.01
O 1.46195 -1.03545 0.94588 -0.02
H -1.72407 0.72334 2.80062 0.05
H 0.66481 -0.50686 1.11705 0.03
O -0.86856 -1.43310 -0.90197 -0.23
H 0.07462 -1.38695 -0.69500 -0.01
H -1.15917 -0.40013 -0.41482 0.02
O 1.32713 -3.15121 3.90371 -0.06
H 1.34290 -2.87254 4.81601 0.03
H 1.78252 -2.48434 3.39181 0.02
O -0.65480 -1.52004 3.94603 -0.05
H -0.55406 -0.56554 3.82694 0.00
H -1.47664 -1.71054 3.49629 0.04


[3]
89
Properties=species:S:1:pos:R:3:mulliken_spin:R:1 method="wB97M-V/def2-TZVPD" homo_energy_ev="-7.41 / -7.53" lumo_ev="-0.2 / -0.4" de_lowest_kcal_mol=0.0 spin_multiplicity=4
Cr -1.77755 -0.02991 0.54859 3.14
C -5.94590 -0.85825 1.06111 0.00
C -4.52573 -0.53509 1.45304 0.02
O -3.69457 -0.46461 0.47408 -0.04
C -4.21719 -0.35697 2.78597 0.01
C -2.92293 -0.06865 3.31274 0.04
C -2.77486 0.10039 4.79686 0.00
N -1.87488 0.03954 2.54577 -0.11
N -0.65936 0.35422 3.17400 0.00
C 0.24903 0.52941 2.26455 0.04
O 0.04325 0.39208 0.98587 -0.04
C 1.61956 0.92831 2.67493 -0.01
C 2.46342 1.49895 1.72973 0.01
C 3.74913 1.88589 2.08198 0.00
C 4.19152 1.69887 3.38310 0.00
C 3.34682 1.13469 4.33327 0.00
C 2.06204 0.75538 3.98461 0.00
H -6.05297 -0.77888 -0.01798 0.00
H -6.64942 -0.18332 1.54730 0.00
H -6.19665 -1.87568 1.36620 0.00
H -5.02704 -0.43373 3.49712 0.00
H -3.72651 -0.05927 5.29764 0.00
H -2.39666 1.09766 5.02281 0.00
H -2.03041 -0.59666 5.18141 0.00
H 2.10089 1.64480 0.72151 0.00
H 4.39731 2.31549 1.33008 0.00
H 5.19434 1.99765 3.66213 0.00
H 3.69402 0.99057 5.34874 0.00
H 1.38971 0.32388 4.71376 0.00
B -0.59902 2.28655 -1.54872 -0.04
N -1.60005 2.80934 -0.46574 0.02
C -2.10678 4.03618 -0.32462 0.01
C -3.02516 4.03156 0.71164 0.00
C -3.02824 2.71356 1.15560 0.03
N -2.16386 1.99087 0.44603 -0.08
N -1.34087 1.10544 -2.25658 0.03
C -1.79308 1.03285 -3.50834 0.01
C -2.54395 -0.12335 -3.65275 0.00
C -2.51478 -0.70120 -2.39014 0.03
N -1.77671 0.03700 -1.55685 -0.09
H 0.41053 1.88071 -1.04033 0.01
H -0.42224 3.15966 -2.36068 0.00
H -1.77621 4.83109 -0.97104 0.00
H -3.61171 4.85332 1.07974 0.00
H -3.59560 2.25534 1.94974 0.00
H -1.54829 1.80884 -4.21348 0.00
H -3.05297 -0.47631 -4.53110 0.00
H -3.00161 -1.59544 -2.03688 0.00
C 3.44440 3.56806 -3.42097 0.00
C 4.28893 2.32945 -3.68827 0.00
N 3.75117 1.11955 -3.06621 0.00
C 3.07271 0.16840 -3.93297 0.00
C 1.67439 0.61717 -4.34079 0.00
C 3.93887 0.99277 -1.72915 0.00
O 4.56786 1.83523 -1.09751 0.00
C 3.41678 -0.20571 -0.98324 0.00
C 4.22217 -0.71385 0.03038 0.00
C 3.74444 -1.74041 0.82193 0.00
C 2.46727 -2.22134 0.57432 0.00
N 1.67802 -1.73948 -0.37894 0.00
C 2.14585 -0.74741 -1.13084 0.01
H 3.87583 4.43148 -3.92929 0.00
H 3.41273 3.77598 -2.35322 0.00
H 2.42216 3.43494 -3.77625 0.00
H 5.29936 2.48532 -3.30913 0.00
H 4.35072 2.13184 -4.75990 0.00
H 3.04448 -0.80071 -3.43877 0.00
H 3.69102 0.04450 -4.82628 0.00
H 1.09436 0.92594 -3.47196 0.00
H 1.14246 -0.19347 -4.84183 0.00
H 1.71766 1.46419 -5.02728 0.00
H 5.19371 -0.27061 0.20251 0.00
H 4.33499 -2.14237 1.63339 0.00
H 2.05480 -3.02447 1.17724 0.00
H 1.44105 -0.32762 -1.83789 0.00
F -2.37863 -6.98133 1.26056 0.00
C -1.43269 -6.44426 0.47446 0.00
F -1.61281 -6.92344 -0.76724 0.00
F -0.24226 -6.89578 0.91087 0.00
C -1.47567 -4.93547 0.49769 0.01
C -1.94571 -4.26148 1.61156 0.00
C -1.93087 -2.87993 1.59451 0.03
N -1.49109 -2.17205 0.54833 -0.05
C -1.02893 -2.83200 -0.51617 0.01
C -1.00144 -4.21457 -0.58263 0.00
H -2.32579 -4.78811 2.47455 0.00
H -2.28282 -2.31377 2.44385 0.00
H -0.66596 -2.23339 -1.33312 -0.01
H -0.61133 -4.70452 -1.46266 0.00


[4]
15
Properties=species:S:1:pos:R:3:lowdin_charge:R:1 method="wB97M-V/def2-TZVPD" homo_energy_ev=-7.84 lumo_ev=-0.1 de_lowest_kcal_mol=86.9
C -2.30884 0.34285 0.34615 -0.15
N -0.89821 0.67262 0.46188 0.01
C -0.11319 0.03517 -0.31750 -0.51
C -0.21454 -1.10897 -1.18627 0.13
C 2.04101 0.52731 0.85471 -0.07
C 1.29370 0.04301 -0.34854 -0.08
H -2.75618 0.84281 -0.52380 0.08
H -2.85197 0.72934 1.20752 0.06
H -2.51047 -0.72497 0.24044 0.06
H 2.08092 -0.21279 1.65849 0.09
H -0.43990 -2.11021 -0.83648 0.07
H 0.26691 -1.08982 -2.15379 0.06
H 3.05057 0.82729 0.58682 0.07
H 1.49858 1.38594 1.25242 0.08
H 1.86164 -0.15958 -1.24204 0.09


[5]
15
Properties=species:S:1:pos:R:3:lowdin_charge:R:1 method="wB97M-V/def2-TZVPD" homo_energy_ev="-15.46 / -14.89" total_charge=+1 lumo_ev="-7.0 / -7.3" de_lowest_kcal_mol=161.9
C -2.85597 0.06972 -1.98632 -0.06
C 0.30275 0.35873 -0.88392 -0.07
C 1.66803 -0.29016 0.11421 -0.07
C 0.05133 -0.85118 1.70906 -0.16
C -0.82061 -0.06990 -0.28912 0.05
C 1.32717 1.11674 -0.07000 -0.03
N -3.68730 0.00142 -2.74041 0.06
N 1.22704 -0.92500 1.23491 0.14
N -0.95717 -0.50014 0.95227 0.10
H 0.43050 0.54898 -1.98774 0.18
H 2.45424 -0.83442 -0.41684 0.17
H -0.15835 -1.23446 2.75286 0.18
H 2.00274 1.60246 -0.67034 0.12
H 0.92243 1.59085 0.74167 0.12
H -1.90681 -0.58364 1.53970 0.26


[6]
65
Properties=species:S:1:pos:R:3:lowdin_charge:R:1 method="wB97M-V/def2-TZVPD" homo_energy_ev=-8.81 smiles="COCCCCC(=O)N[C@H]1CC[C@@H](N(C)C(=O)c2cnc3n2CC[C@@H](C)C3)CC1" lumo_ev=0.7 de_lowest_kcal_mol=3.0
C -0.77512 2.54716 1.76712 -0.10
O 0.29743 1.74644 1.32665 -0.20
C 1.54474 2.37878 1.53458 -0.24
C 2.65813 1.45429 1.09397 -0.17
C 2.59057 1.10634 -0.38940 -0.20
C 3.79707 0.29114 -0.85664 -0.10
C 3.99971 -1.02765 -0.12629 -0.49
O 5.07772 -1.33796 0.35546 0.05
N 2.91176 -1.83748 -0.08079 0.13
C 2.91704 -3.09859 0.64821 -0.30
C 2.34235 -2.92087 2.05596 -0.13
C 0.92019 -2.37410 1.97752 -0.12
C 0.02535 -3.16196 1.00449 -0.26
N -1.23926 -2.42775 0.77852 -0.04
C -2.23422 -2.58139 1.82943 -0.05
C -1.13284 -1.23808 0.10284 -0.36
O -0.10701 -0.94530 -0.51067 0.01
C -2.26047 -0.27964 0.07527 -0.10
C -3.33737 0.00571 0.89039 -0.11
N -3.97146 1.13746 0.48980 0.12
C -3.29908 1.55987 -0.56265 -0.31
N -2.25752 0.75295 -0.85853 0.05
C -1.31781 0.99723 -1.95810 -0.11
C -1.91097 1.98657 -2.94714 -0.14
C -2.47078 3.21832 -2.24510 -0.39
C -2.90598 4.29191 -3.23131 -0.07
C -3.63443 2.77471 -1.36240 -0.08
C 0.65545 -3.67304 -0.29941 -0.13
C 2.09190 -4.14866 -0.09349 -0.13
H -1.69917 2.00185 1.58966 0.07
H -0.69069 2.76761 2.83831 0.09
H -0.80659 3.50100 1.22370 0.09
H 1.58176 3.31891 0.96265 0.13
H 1.65748 2.63623 2.59672 0.12
H 3.61375 1.93762 1.31995 0.13
H 2.62127 0.54065 1.69534 0.11
H 1.65582 0.57974 -0.59067 0.08
H 2.55596 2.03218 -0.97352 0.12
H 3.70527 0.07377 -1.92474 0.12
H 4.72025 0.85346 -0.71681 0.12
H 2.02208 -1.46965 -0.39214 0.10
H 3.95880 -3.40689 0.71459 0.14
H 2.36170 -3.89090 2.56268 0.12
H 2.97327 -2.24359 2.63539 0.12
H 0.44915 -2.38123 2.96369 0.12
H 0.96357 -1.33157 1.65824 0.10
H -0.27629 -4.06680 1.54181 0.14
H -3.23519 -2.45360 1.42635 0.08
H -2.16591 -3.59604 2.21564 0.09
H -2.08187 -1.88542 2.65891 0.10
H -3.68043 -0.51631 1.76350 0.09
H -0.38942 1.37847 -1.53202 0.12
H -1.08645 0.04987 -2.43598 0.13
H -1.12865 2.26779 -3.65536 0.12
H -2.71092 1.51041 -3.52517 0.13
H -1.68378 3.62749 -1.60023 0.14
H -3.66428 3.90029 -3.91403 0.08
H -3.33464 5.15258 -2.71506 0.08
H -2.06395 4.64229 -3.83003 0.08
H -4.50212 2.55002 -1.99264 0.13
H -3.94517 3.56274 -0.67512 0.13
H 0.03590 -4.49202 -0.67193 0.12
H 0.63776 -2.90282 -1.06238 0.10
H 2.54452 -4.37274 -1.06098 0.12
H 2.11215 -5.07182 0.49335 0.12